[1]
{"formula": "C13H42Li3N14O17", "method": "ωB97M-V with the def2-TZVPD basis set", "molar_mass_g_mol": 687.38, "energy_ev": -70443.1310, "charge": 1, "lumo_ev": -6.28, "species": ["Li", "Li", "Li", "C", "C", "C", "O", "C", "C", "C", "O", "O", "O", "H", "H", "O", "H", "H", "O", "H", "H", "O", "H", "H", "O", "H", "H", "O", "H", "H", "O", "H", "H", "C", "O", "N", "N", "H", "H", "H", "H", "C", "O", "N", "N", "H", "H", "H", "H", "C", "O", "N", "N", "H", "H", "H", "H", "C", "O", "N", "N", "H", "H", "H", "H", "C", "O", "N", "N", "H", "H", "H", "H", "C", "O", "N", "N", "H", "H", "H", "H", "C", "O", "N", "N", "H", "H", "H", "H"], "positions_angstrom": [[-18.4930, -10.0413, 11.1289], [-18.1774, -8.2382, 6.2467], [-19.7639, -9.5810, 8.3796], [-15.4660, -11.3782, 6.3426], [-14.7471, -12.3450, 6.9622], [-14.5150, -12.2806, 8.4352], [-13.5647, -12.8321, 9.1288], [-15.2290, -11.4896, 9.2001], [-16.2406, -10.5995, 8.7087], [-16.1470, -10.3704, 7.0844], [-16.5790, -9.3196, 6.5744], [-17.1409, -10.0510, 9.4071], [-14.3496, -13.3678, 6.2376], [-15.6723, -11.4812, 5.2875], [-15.1934, -11.4767, 10.2794], [-15.4823, -8.9609, 4.0522], [-15.9044, -9.1144, 4.8975], [-16.1557, -9.1731, 3.4057], [-14.9078, -10.3299, 12.4692], [-15.5096, -10.2098, 13.2038], [-15.4570, -10.2351, 11.6911], [-19.2270, -9.8229, 5.2755], [-18.6537, -10.5817, 5.3838], [-19.4408, -9.8147, 4.3426], [-11.7573, -15.2864, 8.1284], [-11.8168, -15.1920, 7.1777], [-12.2098, -14.5173, 8.4747], [-11.7758, -11.1749, 10.7288], [-12.6692, -11.5001, 10.6175], [-11.5078, -10.9043, 9.8507], [-14.5296, -15.0696, 10.9852], [-14.4530, -14.3632, 10.3438], [-13.6252, -15.2949, 11.2032], [-10.4711, -13.2261, 5.0888], [-9.2716, -12.9429, 5.0520], [-11.1708, -12.9153, 6.1035], [-11.1132, -14.1029, 4.3714], [-10.8427, -12.3141, 6.8457], [-12.1708, -12.9960, 5.9866], [-10.7059, -14.3927, 3.4938], [-12.1084, -13.9623, 4.4700], [-13.9099, -12.7082, 2.1865], [-13.3008, -13.7577, 2.2397], [-14.4760, -12.2307, 3.2809], [-14.1829, -12.0803, 1.0265], [-14.8556, -11.2959, 3.2342], [-14.5561, -12.7016, 4.1708], [-13.8172, -12.4092, 0.1444], [-14.5872, -11.1554, 1.0601], [-12.2610, -9.0100, 5.4336], [-11.3850, -9.2070, 6.2262], [-13.2435, -8.2979, 5.8068], [-12.3989, -9.7326, 4.3519], [-14.1861, -8.2894, 5.4441], [-13.0942, -7.9036, 6.7246], [-13.2627, -9.7402, 3.8287], [-11.6346, -10.3457, 4.1067], [-19.4764, -12.6792, 7.5935], [-19.1833, -11.5550, 7.9951], [-19.1275, -13.8473, 8.0225], [-19.9923, -12.7972, 6.4430], [-19.6217, -14.6454, 7.6497], [-18.4171, -13.9057, 8.7380], [-19.9579, -13.7312, 6.0602], [-20.1852, -12.0697, 5.7694], [-14.8111, -16.9753, 4.0630], [-14.8793, -18.1757, 4.2759], [-13.8047, -16.4786, 3.3770], [-15.6158, -16.0986, 4.4470], [-13.7748, -15.4854, 3.1962], [-13.2445, -17.0879, 2.7982], [-16.4194, -16.4804, 4.9250], [-15.2485, -15.2202, 4.7840], [-16.5303, -16.9643, 7.5836], [-17.1440, -16.9448, 6.5745], [-16.8532, -17.6969, 8.6432], [-15.4492, -16.2893, 7.6473], [-17.6187, -18.3506, 8.5605], [-16.1821, -17.6563, 9.3970], [-15.1196, -15.8534, 8.4967], [-15.2251, -15.7715, 6.8096], [-16.5509, -6.4933, 9.6605], [-17.5417, -6.7445, 10.2381], [-15.9307, -5.3792, 9.8699], [-15.8961, -7.3951, 9.0378], [-14.9862, -5.3319, 9.5152], [-16.4128, -4.6652, 10.3971], [-14.9660, -7.2052, 8.6929], [-16.3429, -8.2993, 8.9854]], "atomic_forces_ev_per_a": [[1.4, 0.0, -0.6], [1.2, -0.6, -0.4], [0.7, -1.4, -0.3], [-2.7, 3.0, 0.6], [1.9, -5.6, -2.5], [6.0, -3.0, 1.4], [-1.6, -0.4, -3.2], [-6.7, 5.7, 1.9], [2.2, -2.5, -1.9], [1.9, -2.5, 1.7], [-2.4, 1.9, -0.6], [-1.5, 1.2, 0.8], [-0.7, 2.7, 2.5], [0.3, 0.4, 0.0], [0.5, -0.6, 0.0], [0.1, 0.1, -0.8], [-0.3, -0.3, 0.9], [-0.1, 0.1, -0.4], [-0.1, -0.1, 0.0], [0.0, 0.0, 0.4], [0.0, 0.2, -0.3], [-0.1, 0.7, 0.5], [0.6, -0.4, 0.3], [-0.3, 0.2, -0.5], [0.0, -0.5, 0.3], [0.1, 0.1, -0.3], [-0.2, 0.4, 0.1], [0.2, 0.3, 0.4], [-0.2, -0.3, -0.1], [0.1, 0.0, -0.2], [-0.6, -0.3, 0.0], [0.4, 0.4, -0.2], [0.3, -0.1, 0.0], [5.9, -0.2, 0.1], [0.0, 0.1, -1.2], [-4.2, 2.7, 4.9], [-1.4, -1.9, -3.1], [0.2, 0.0, -0.5], [0.0, 0.1, 0.8], [-0.5, 0.1, 0.0], [0.0, -0.9, -1.0], [0.3, -2.3, -0.6], [0.8, -0.8, -0.4], [-1.6, 2.6, 1.4], [-0.3, 1.3, -0.7], [0.0, -0.2, 0.3], [0.6, -0.4, -0.1], [0.2, 0.0, 0.5], [0.1, -0.3, -0.3], [1.7, -3.4, 0.6], [3.4, 0.0, 1.4], [-5.3, 4.6, 2.0], [-0.2, -1.4, -3.3], [0.7, 0.1, -0.3], [-0.2, -0.1, -0.2], [0.4, 0.1, 0.0], [-0.2, 0.0, 0.0], [1.6, 1.3, -0.2], [0.1, 2.9, 2.5], [1.1, -1.9, 3.2], [-3.3, -0.9, -6.1], [0.7, -0.3, 0.5], [-0.3, -0.5, 0.1], [-0.3, 0.4, -0.5], [-0.2, 0.1, 0.7], [4.1, -5.3, -1.7], [-0.9, -1.0, 0.1], [2.9, 1.2, -1.8], [-5.7, 4.9, 2.7], [0.2, -0.2, -0.5], [0.0, 0.1, 0.5], [0.1, 0.3, 0.6], [-0.2, 0.1, -0.3], [-0.9, -1.5, 1.0], [-4.1, -0.5, -3.8], [-0.4, -0.4, 1.7], [4.8, 3.7, 0.9], [0.4, 0.1, 0.3], [-0.5, -0.7, 0.2], [0.3, -0.5, 0.1], [0.1, -0.1, 0.2], [1.8, 0.8, 1.4], [-6.9, -1.6, 2.3], [1.8, 3.4, -0.3], [2.4, -3.1, -3.4], [-0.2, 1.0, 0.4], [0.6, 0.0, -0.1], [-0.3, -0.6, -0.1], [0.5, 0.0, 0.0]], "mulliken_charge": [0.915, 0.834, 0.916, -0.651, 0.495, 0.485, -0.569, -0.945, 0.438, 1.415, -1.074, -0.896, -0.335, 0.188, 0.142, -0.672, 0.183, 0.293, -0.543, 0.308, 0.227, -0.572, 0.219, 0.316, -0.675, 0.327, 0.340, -0.640, 0.301, 0.319, -0.708, 0.252, 0.329, 0.509, -0.741, 0.056, -0.155, 0.148, -0.208, 0.247, 0.011, 0.554, -0.674, 0.172, -0.411, 0.088, -0.243, 0.253, 0.118, 0.610, -0.676, -0.271, -0.258, 0.279, 0.113, 0.129, 0.166, 0.527, -0.433, -0.345, -0.357, 0.174, 0.208, 0.140, 0.207, 0.538, -0.737, -0.188, -0.438, 0.167, 0.189, 0.444, 0.087, 0.629, -0.716, -0.407, -0.142, 0.256, 0.181, 0.297, -0.090, 0.593, -0.662, -0.383, -0.110, 0.163, 0.256, 0.136, 0.042]}



[2]
{"formula": "C13H43N7O2P3", "method": "ωB97M-V with the def2-TZVPD basis set", "e_above_lowest_kj_mol": 452.8, "molar_mass_g_mol": 422.46, "energy_ev": -56555.0956, "charge": 1, "lumo_ev": -3.79, "species": ["N", "C", "P", "H", "H", "H", "H", "H", "H", "H", "O", "P", "N", "C", "C", "N", "C", "C", "N", "C", "C", "H", "H", "H", "H", "H", "H", "H", "H", "H", "H", "H", "H", "H", "H", "H", "H", "H", "H", "O", "P", "N", "C", "C", "N", "C", "C", "N", "C", "C", "H", "H", "H", "H", "H", "H", "H", "H", "H", "H", "H", "H", "H", "H", "H", "H", "H", "H"], "positions_angstrom": [[-0.3597, 2.3349, 1.6242], [-0.4850, 2.2721, 3.1479], [1.2600, 2.7426, 3.8664], [0.5969, 1.9983, 1.3232], [-0.4627, 3.3725, 1.4146], [-1.3358, 2.9589, 3.5663], [-0.7311, 1.1633, 3.4296], [2.0278, 1.4991, 3.8236], [1.0489, 3.2127, 5.2358], [1.8798, 3.8317, 3.1559], [0.9722, -1.5069, 3.0903], [-0.2771, -2.4203, 3.1380], [0.6935, -3.7592, 3.5695], [0.6633, -5.1301, 3.0979], [1.1947, -3.7230, 4.9440], [-0.4816, -2.3095, 1.4285], [0.2226, -3.1909, 0.5017], [-0.3651, -0.9401, 0.8975], [-1.7134, -3.4703, 3.1928], [-2.2034, -3.8220, 4.5189], [-2.3680, -4.2153, 2.1362], [-0.1568, -5.7043, 3.5345], [1.5911, -5.6532, 3.3559], [0.6084, -5.2137, 2.0176], [0.4257, -4.0392, 5.6526], [1.5180, -2.7189, 5.2291], [2.0736, -4.3724, 5.0776], [1.3029, -3.2087, 0.6930], [0.0680, -2.8868, -0.5391], [-0.1739, -4.2075, 0.5345], [0.6832, -0.6434, 0.7770], [-0.8507, -0.2201, 1.5601], [-0.8538, -0.8562, -0.0815], [-1.8191, -4.7917, 4.8429], [-3.2989, -3.8577, 4.5534], [-1.8965, -3.0707, 5.2545], [-1.8103, -5.1128, 1.8599], [-2.5430, -3.6100, 1.2425], [-3.3684, -4.5504, 2.4384], [1.6924, 4.4594, -3.3794], [0.4431, 3.5461, -3.3318], [1.4138, 2.2072, -2.9003], [1.3835, 0.8363, -3.3719], [1.9149, 2.2433, -1.5258], [0.2386, 3.6568, -5.0413], [0.9428, 2.7755, -5.9681], [0.3551, 5.0263, -5.5723], [-0.9931, 2.4961, -3.2770], [-1.4832, 2.1443, -1.9509], [-1.6478, 1.7511, -4.3336], [0.5635, 0.2620, -2.9353], [2.3113, 0.3132, -3.1139], [1.3286, 0.7526, -4.4522], [1.1459, 1.9272, -0.8171], [2.2383, 3.2475, -1.2407], [2.7938, 1.5940, -1.3922], [2.0231, 2.7577, -5.7768], [0.7882, 3.0796, -7.0089], [0.5464, 1.7589, -5.9352], [1.4034, 5.3230, -5.6928], [-0.1305, 5.7462, -4.9096], [-0.1336, 5.1102, -6.5513], [-1.0989, 1.1747, -1.6269], [-2.5786, 2.1086, -1.9164], [-1.1763, 2.8956, -1.2153], [-1.0900, 0.8535, -4.6099], [-1.8227, 2.3563, -5.2273], [-2.6481, 1.4160, -4.0314]], "atomic_forces_ev_per_a": [[0.5, 1.8, 1.7], [-0.2, -0.7, -0.9], [-1.7, -0.6, 0.8], [-1.5, 0.5, 0.2], [0.4, -1.8, -0.2], [1.8, -1.2, -0.9], [0.8, 2.0, -0.2], [-0.4, 1.2, 0.1], [0.7, -0.5, -1.1], [-0.4, -0.9, 0.3], [-2.1, 3.0, 3.1], [3.0, -4.7, -5.6], [1.1, -0.7, 1.5], [-0.7, -0.2, -0.1], [0.6, 0.3, 0.1], [-0.9, 0.8, -1.7], [0.0, -0.5, 0.3], [-0.1, -0.2, 0.3], [-0.1, 1.6, 1.7], [0.1, 0.2, 0.3], [-1.0, 0.7, -0.8], [-0.1, -0.3, 0.0], [-0.1, 0.4, 0.2], [-0.2, 0.2, 0.0], [0.0, -0.2, 0.2], [-0.1, 0.0, -0.2], [-0.3, 0.1, -0.2], [0.0, -0.1, -0.1], [-0.1, 0.3, 0.2], [0.1, 0.0, 0.1], [0.1, 0.1, 0.0], [0.0, -0.1, -0.1], [0.0, -0.2, 0.2], [0.0, -0.2, 0.0], [0.2, 0.0, -0.1], [0.0, -0.2, -0.1], [0.2, 0.1, 0.1], [0.3, -0.1, 0.1], [0.2, 0.1, 0.3], [-2.5, 2.3, 3.3], [3.3, -4.0, -6.1], [1.4, -1.1, 1.8], [-0.6, -0.2, 0.0], [0.6, 0.4, -0.3], [-1.0, 0.5, -1.6], [0.0, -0.5, 0.3], [0.0, 0.1, 0.2], [-0.4, 1.6, 1.9], [0.1, 0.2, 0.1], [-0.9, 0.7, -0.8], [-0.2, -0.3, 0.0], [0.0, 0.4, 0.2], [-0.2, 0.2, 0.0], [-0.1, -0.3, 0.3], [-0.1, 0.1, -0.2], [-0.3, 0.1, -0.2], [0.0, -0.1, -0.1], [-0.1, 0.3, 0.3], [0.1, 0.0, 0.1], [-0.1, 0.1, 0.1], [0.1, 0.0, 0.0], [0.0, -0.3, 0.2], [0.0, -0.2, 0.1], [0.1, 0.0, -0.1], [0.0, -0.1, 0.0], [0.2, 0.1, 0.0], [0.3, -0.1, 0.2], [0.2, 0.1, 0.3]], "mulliken_charge": [-0.462, -0.264, 0.056, 0.181, 0.314, 0.476, 0.053, 0.246, 0.208, 0.222, -0.775, 0.723, 0.145, -0.851, -1.019, 0.259, -1.114, -1.251, 0.041, -1.044, -0.826, 0.253, 0.396, 0.165, 0.329, 0.241, 0.370, 0.323, 0.341, 0.291, 0.300, 0.186, 0.570, 0.301, 0.405, 0.301, 0.275, 0.273, 0.352, -0.770, 0.792, 0.181, -0.784, -1.161, 0.165, -1.087, -1.079, 0.093, -1.296, -0.847, 0.170, 0.406, 0.155, 0.262, 0.325, 0.381, 0.306, 0.401, 0.279, 0.346, 0.349, 0.325, 0.445, 0.529, 0.190, 0.294, 0.293, 0.344]}



[3]
{"formula": "C13H44N16O15Zn", "method": "ωB97M-V with the def2-TZVPD basis set", "molar_mass_g_mol": 729.98, "energy_ev": -117171.1633, "lumo_ev": -0.70, "species": ["Zn", "C", "O", "O", "O", "C", "O", "N", "N", "H", "H", "H", "H", "C", "O", "N", "N", "H", "H", "H", "H", "C", "O", "N", "N", "H", "H", "H", "H", "C", "O", "N", "N", "H", "H", "H", "H", "C", "O", "N", "N", "H", "H", "H", "H", "C", "O", "N", "N", "H", "H", "H", "H", "C", "O", "N", "N", "H", "H", "H", "H", "C", "O", "N", "N", "H", "H", "H", "H", "C", "C", "O", "O", "H", "H", "H", "H", "H", "H", "C", "C", "O", "O", "H", "H", "H", "H", "H", "H"], "positions_angstrom": [[0.3471, 0.2067, -0.2805], [-0.1355, -1.9510, 0.8729], [-0.3078, -2.9828, 1.4269], [0.7647, -1.1038, 1.2151], [-0.5248, -1.6463, -0.3138], [4.2176, -1.4831, 0.1600], [5.2156, -1.1198, -0.4727], [3.6639, -0.7723, 1.0107], [3.5890, -2.6154, -0.0954], [2.7653, -0.9687, 1.4278], [4.3041, -0.0505, 1.3097], [4.0810, -3.2384, -0.7199], [2.8271, -2.8501, 0.5248], [-2.0929, 0.9174, 1.6307], [-1.1154, 1.1176, 0.9503], [-2.4594, 1.4761, 2.7227], [-2.9863, 0.1162, 1.2081], [-3.3389, 1.1364, 3.0850], [-1.9124, 2.1554, 3.2320], [-3.7961, 0.0766, 1.8104], [-2.7446, -0.5553, 0.4934], [1.8500, -3.2909, 3.9999], [0.7441, -3.7770, 3.9883], [2.7600, -3.6340, 4.8415], [2.2266, -2.2597, 3.2716], [2.5566, -4.2419, 5.6220], [3.4671, -2.9138, 4.8791], [3.1069, -1.7647, 3.2606], [1.4846, -1.9267, 2.6727], [1.2946, 0.9553, 4.8013], [0.9320, 0.0043, 5.4643], [0.9489, 1.0441, 3.5500], [1.7768, 2.0335, 5.3577], [1.0243, 1.8657, 2.9674], [0.7406, 0.1996, 3.0367], [2.3038, 2.6905, 4.8003], [1.9205, 2.0728, 6.3567], [-1.0086, 1.9679, -2.7002], [-0.5995, 1.2488, -1.7939], [-2.2663, 2.1222, -2.8825], [-0.2995, 2.5593, -3.6324], [-2.9159, 1.7130, -2.2261], [-2.4681, 2.6005, -3.7488], [-0.7301, 3.2868, -4.1851], [0.7062, 2.4801, -3.6812], [-1.9285, 5.7338, 0.7441], [-1.9477, 4.4917, 0.8270], [-1.1413, 6.4492, 0.0971], [-2.5407, 6.3580, 1.7326], [-1.0082, 7.4416, 0.2296], [-0.7117, 5.9956, -0.6964], [-3.2783, 5.7618, 2.0800], [-2.7947, 7.3035, 1.4844], [1.7746, 2.7957, 0.3996], [1.4998, 1.6334, 0.3383], [2.9235, 3.1763, 0.0484], [0.9536, 3.7751, 0.5643], [3.5142, 2.5212, -0.4436], [3.2729, 4.1138, 0.1867], [1.3010, 4.7070, 0.7404], [-0.0370, 3.5822, 0.5244], [1.7673, -0.6580, -2.8426], [1.7781, -0.2583, -1.6668], [2.2401, -0.0032, -3.8806], [1.2025, -1.6774, -3.2759], [2.7147, 0.8508, -3.6245], [1.9725, -0.3837, -4.7771], [1.4457, -1.9198, -4.2257], [0.6987, -2.2265, -2.5941], [0.2345, -5.0953, -1.8492], [-1.0482, -4.4396, -2.3733], [-1.8614, -3.9200, -1.3738], [1.0484, -4.2676, -0.9812], [0.7862, -5.2593, -2.7749], [-0.0240, -5.9946, -1.2901], [-1.6144, -5.2083, -2.8993], [-0.8386, -3.6785, -3.1248], [-1.4688, -3.2421, -0.8188], [0.4580, -4.0162, -0.2671], [-4.4497, -1.1831, -2.3546], [-4.0699, -1.9158, -3.6748], [-2.9876, -1.3998, -4.3434], [-3.4507, -1.1814, -1.3958], [-5.2655, -1.7876, -1.9584], [-4.7665, -0.1773, -2.6307], [-4.9564, -1.8391, -4.3044], [-3.8296, -2.9762, -3.5978], [-2.4915, -0.8598, -3.7238], [-2.9925, -2.0232, -1.4511]], "atomic_forces_ev_per_a": [[-0.6, -1.2, 0.3], [2.5, 1.0, -2.2], [-1.6, -3.5, 1.7], [1.9, 2.5, 2.6], [-3.2, 0.0, -2.8], [2.7, -2.7, -5.1], [1.0, 0.0, -0.2], [-1.9, 5.1, 5.6], [-0.4, -1.8, -0.6], [-0.1, 0.3, -0.2], [-0.8, 0.4, 0.3], [-0.7, -0.2, 0.3], [0.0, -0.7, -0.5], [1.4, 0.1, -1.9], [3.0, 1.6, -0.4], [-0.6, 2.8, 4.5], [-3.8, -3.3, -1.4], [0.6, 0.6, 0.6], [-0.1, -0.3, -0.2], [-0.1, -1.1, -0.9], [-0.5, -0.1, -0.1], [-2.9, 0.1, -0.1], [-1.1, -0.8, -0.3], [4.2, -1.4, 3.1], [-0.2, 2.1, -2.5], [0.1, 0.4, -0.3], [0.3, -0.8, 1.0], [-0.2, -0.5, 0.3], [0.0, 0.3, -0.4], [-2.4, -2.2, 1.6], [0.5, -1.3, 1.0], [-0.3, 0.4, -4.3], [2.2, 3.8, 1.4], [0.2, -0.1, 0.3], [-0.2, -0.2, -0.1], [-0.1, -0.1, 0.2], [0.0, -0.3, -0.3], [1.5, -2.3, 2.2], [0.8, 0.3, -0.2], [-4.0, 1.0, -0.8], [2.7, 1.7, -2.0], [-0.1, 0.2, -0.3], [-1.3, -0.4, 0.5], [0.4, -0.2, 0.1], [-0.3, -0.1, 0.2], [-1.7, -5.8, 5.0], [0.1, 0.0, -2.0], [4.6, 3.2, -5.5], [-2.4, 2.0, 1.5], [-0.2, -0.3, -0.1], [0.3, 0.4, 0.1], [-0.1, 0.4, 0.4], [-0.5, 0.1, 0.6], [-1.7, -0.8, -0.9], [-0.5, -2.4, 0.6], [7.4, 1.7, -1.5], [-3.5, 2.7, 1.5], [0.1, -0.1, 0.5], [-0.1, -0.3, -0.3], [-0.4, -0.2, -0.2], [-0.4, 0.2, 0.6], [0.7, 3.5, 3.0], [0.9, 0.2, -0.8], [2.0, 2.9, -0.8], [-3.3, -6.0, -0.7], [0.2, -0.1, -1.1], [0.7, 1.3, -0.1], [-0.8, -1.1, 0.6], [0.0, -0.8, -0.2], [0.1, 1.0, 0.3], [0.5, 0.2, 0.5], [-1.7, -0.6, 0.0], [-0.6, -0.5, -1.6], [0.5, -0.6, 0.3], [0.1, -0.3, -0.3], [-0.1, -0.1, 0.0], [0.3, 0.3, -0.2], [1.1, 0.7, 0.3], [-0.2, 0.3, 0.9], [-0.3, -2.0, -1.3], [-1.1, -0.4, 0.7], [1.3, 1.5, -0.8], [0.8, 0.9, 0.1], [-0.7, 0.4, -0.1], [0.0, 0.1, 0.4], [-0.2, 0.0, -0.2], [-0.5, -0.3, 0.9], [0.3, 0.1, 0.1], [0.4, -0.5, 0.2]], "mulliken_charge": [1.934, 0.467, -0.764, -0.373, -1.167, 0.500, -0.860, 0.125, -0.148, -0.430, 0.203, 0.186, 0.194, 0.582, -0.515, -0.336, -0.236, 0.126, 0.242, 0.120, 0.000, 0.610, -0.633, -0.386, 0.035, 0.271, 0.173, 0.316, -0.153, 0.630, -0.672, 0.035, -0.394, 0.030, -0.119, 0.157, 0.247, 0.430, -0.498, -0.344, -0.439, 0.214, 0.136, 0.155, 0.196, 0.494, -0.553, -0.316, -0.537, 0.183, 0.265, 0.280, 0.193, 0.191, 0.397, -0.399, -0.286, 0.267, 0.160, 0.142, 0.082, 0.352, -0.407, -0.494, -0.269, 0.261, 0.122, 0.201, 0.048, -0.622, -0.378, -0.636, -0.335, 0.337, 0.361, 0.489, 0.149, 0.408, 0.181, -0.611, -0.526, -0.559, -0.425, 0.357, 0.361, 0.395, 0.255, 0.367, 0.206]}